1.
Density functional theory data (wB97M-V/def2-TZVPD) for a structure of composition C21H28CuIN3Si at a distorted geometry.

Each line ends with the Mulliken charge.
CARTESIAN COORDINATES (ANGSTROEM)
C (1.93400, 0.79072, 1.10311)  -0.4291
C (2.05324, -0.84064, 1.14599)  -1.8623
H (2.46064, 1.73040, 0.77060)  0.3651
H (2.20873, 0.86283, 2.20553)  0.4821
H (0.83134, 0.94641, 0.96459)  0.2892
H (2.23491, -1.81167, 0.64420)  0.7259
H (2.61201, -1.02752, 2.11095)  0.4858
H (0.95290, -0.80202, 1.36289)  0.4845
C (1.75156, 2.57072, -2.20397)  0.1155
C (1.64147, 3.46583, -3.28478)  -0.7605
C (1.46313, 2.91509, -4.56210)  -0.3999
C (1.33156, 1.52088, -4.73484)  -0.7580
H (1.89579, 2.91952, -1.17198)  0.3234
H (1.71671, 4.53791, -3.08162)  0.4013
H (1.42841, 3.57854, -5.42048)  0.4103
H (1.16658, 1.04524, -5.70519)  0.3574
N (1.71036, 1.23072, -2.37564)  0.3837
C (1.43475, 0.68108, -3.60710)  0.4313
C (1.26351, -0.79015, -3.58312)  0.5040
N (1.39728, -1.35705, -2.32447)  0.1169
C (1.09701, -2.65055, -2.10473)  0.1590
C (0.77419, -2.98329, -4.47135)  -0.3876
C (0.80743, -3.53734, -3.17458)  -0.7675
H (1.09719, -2.97821, -1.05260)  0.3445
H (0.65351, -4.58760, -2.96805)  0.4080
C (0.98136, -1.61651, -4.67868)  -0.6830
H (0.96436, -1.14364, -5.67074)  0.3512
H (0.58921, -3.64168, -5.31273)  0.4094
Cu (2.18829, -0.10492, -0.93561)  -0.4752
I (4.52527, -0.07464, 0.06611)  -0.2380
C (-1.79932, 0.35474, -0.87660)  -0.7364
Si (-2.42708, 0.27869, 0.88566)  -0.0673
C (-3.22315, 1.91815, 1.28427)  -1.0353
C (-3.65568, -1.12340, 1.01134)  -1.0078
N (-1.08888, -0.02661, 1.96962)  -0.1537
C (-0.95331, -0.16267, 3.27522)  0.6649
C (0.31067, -0.42422, 3.86834)  0.2697
C (0.51013, -0.56421, 5.21710)  -0.7180
C (-0.57571, -0.48730, 6.09390)  -0.4873
C (-1.86253, -0.22856, 5.56798)  -0.6931
C (-2.04357, -0.05843, 4.20811)  -0.3194
H (-2.61442, 0.45317, -1.60046)  0.4631
H (-1.24159, -0.57613, -1.08924)  0.0012
H (-1.10845, 1.20610, -1.00965)  0.1117
H (-4.29344, 1.92439, 1.03595)  0.3571
H (-3.10513, 2.08546, 2.36208)  0.3242
H (-2.74255, 2.75064, 0.75358)  0.3127
H (-3.11033, -2.07661, 1.02173)  0.2768
H (-4.21330, -1.03540, 1.95186)  0.3086
H (-4.37511, -1.14480, 0.18001)  0.3588
H (1.16071, -0.52340, 3.18263)  -0.0865
H (1.53097, -0.73601, 5.58385)  0.3370
H (-0.44740, -0.63302, 7.15718)  0.3553
H (-2.73045, -0.16083, 6.23899)  0.3472
H (-3.06779, 0.14181, 3.77691)  0.0288

Results
total charge: 0
Kohn-Sham gap (alpha / beta): 5.01 / 3.35 eV
spin multiplicity: 2
electronic energy: -3208.81799 a.u.
relative energy (zero: lowest compared OMol25 entry of this formula, charge and spin): 0.036 eV
HOMO level (alpha / beta): -6.26 / -6.13 eV

2.
Density functional theory data (wB97M-V/def2-TZVPD) for a structure of composition C21H28F3GaO4 at a distorted geometry.

Each line ends with the Mulliken charge.
CARTESIAN COORDINATES (ANGSTROEM)
O (-0.30427, 0.39954, 0.46080)  -0.0511
C (0.73186, -0.10926, -0.49226)  -0.6233
C (0.24224, 0.77642, -1.62050)  -0.4811
H (0.55466, -1.17872, -0.62002)  0.3644
H (1.72465, 0.12275, -0.10652)  0.2271
C (-0.89461, 1.19034, -0.65391)  1.2415
H (-0.03835, 0.20640, -2.51090)  0.0709
H (0.94911, 1.58255, -1.85654)  0.4203
C (-2.21713, 0.56406, -1.01493)  -1.5438
H (-2.12131, -0.52493, -1.03395)  0.3631
H (-2.53202, 0.91912, -2.00200)  0.4724
H (-2.96796, 0.84904, -0.27467)  0.2601
C (-0.98553, 2.65128, -0.30631)  -1.3925
H (0.00546, 3.08359, -0.16191)  0.3249
H (-1.57268, 2.79362, 0.60464)  0.1260
H (-1.49049, 3.17105, -1.12621)  0.4693
Ga (-0.09350, 0.20238, 2.43672)  1.1782
C (0.71823, 1.95078, 4.25124)  -0.4252
C (1.62830, 0.86021, 4.13294)  -0.6757
C (2.14370, 0.86918, 2.78758)  -0.8703
H (2.02138, 0.26261, 4.94060)  0.5413
C (1.53466, 1.97962, 2.09366)  -0.2351
C (0.63540, 2.62185, 3.00184)  -0.9190
H (0.11690, 3.55862, 2.80117)  0.4751
H (0.26757, 2.27003, 5.18154)  0.5194
H (3.01563, 0.33270, 2.44637)  0.5572
H (1.89673, 2.38582, 1.16291)  0.6311
C (-1.68088, -0.06754, 4.57221)  -0.8068
C (-2.14296, 1.10554, 3.92692)  -0.7662
C (-2.47647, 0.79111, 2.58750)  -0.7376
H (-2.31418, 2.07154, 4.40123)  0.4563
C (-2.21886, -0.61699, 2.39121)  -0.4466
C (-1.74481, -1.14507, 3.64909)  -0.5601
H (-1.66324, -2.19630, 3.87237)  0.7551
H (-1.41264, -0.17045, 5.62238)  0.4203
H (-3.03868, 1.41051, 1.89168)  0.7139
H (-2.59174, -1.22125, 1.57287)  0.5646
O (0.55361, -1.26228, -4.66243)  -0.3503
C (0.07263, -0.18518, -5.49375)  -0.3782
C (0.24625, -0.57876, -6.97438)  -0.5977
H (0.66883, 0.72811, -5.29237)  0.2617
H (-0.97263, 0.04379, -5.23319)  0.2892
C (1.45948, -1.54579, -6.89786)  -0.5116
H (0.42364, 0.27776, -7.61825)  0.3377
H (-0.63894, -1.14125, -7.32517)  0.2777
C (1.23368, -2.20942, -5.52184)  -0.4912
H (2.39236, -0.95125, -6.87814)  0.2670
H (1.49078, -2.25932, -7.71789)  0.3313
H (2.17082, -2.53074, -5.04532)  0.2788
H (0.60523, -3.11175, -5.66478)  0.2646
F (0.60215, -3.95592, 4.28975)  -0.2888
C (1.26121, -2.81854, 3.94618)  0.8512
F (0.74791, -1.82520, 4.72266)  -0.1161
F (2.55995, -2.96173, 4.31767)  -0.2971
C (1.16669, -2.56108, 2.39002)  0.4497
O (1.58284, -3.46499, 1.69810)  -0.6039
O (0.68935, -1.43821, 1.95214)  -0.5919

Results
total charge: 0
Kohn-Sham gap: 7.81 eV
electronic energy: -3342.22983 a.u.
relative energy (zero: lowest compared OMol25 entry of this formula, charge and spin): 0.000 eV
HOMO level: -7.78 eV